Entry 1:
ORCA calculation (ωB97M-V/def2-TZVPD) on a structure of composition C41H60BrNO11P2SSeW in a non-equilibrium geometry.

Geometry as XYZ:
```
119
Properties=species:S:1:pos:R:3:forces:R:3
W -0.1752 -0.6637 0.6264 -0.15 -0.64 -2.35
C -4.1850 0.8511 5.7921 -0.04 0.03 0.00
C -2.8347 0.6516 6.4971 0.04 0.01 -0.03
C -2.5667 1.8601 7.3947 0.02 -0.01 0.01
C -2.8945 -0.6048 7.3749 -0.03 -0.05 0.03
C -1.7784 0.4755 5.4112 0.04 0.07 -0.03
C -1.7912 -0.6457 4.6189 0.05 0.22 0.02
C -0.8844 -0.7224 3.5645 0.19 -0.46 0.29
Se -0.6079 -2.2746 2.5758 -0.31 0.12 0.35
C -0.4168 -2.8148 0.0483 0.04 0.25 0.65
C -1.2191 -3.9162 -0.0748 -0.10 0.16 -0.48
C -0.6370 -5.0621 -0.6414 0.16 -0.07 -0.02
C 0.7012 -5.0130 -1.0488 -0.12 0.08 0.07
C 1.5474 -3.9030 -0.8646 -0.12 -0.18 -0.01
C 0.9221 -2.8536 -0.2249 0.20 -0.05 0.13
O 1.4393 -1.6666 0.2410 0.12 0.28 -0.04
C 2.9888 -3.8216 -1.3383 -0.01 -0.02 0.01
C 3.1199 -2.6046 -2.2657 0.01 0.05 -0.03
C 3.9176 -3.6448 -0.1314 0.01 0.03 0.07
C 3.4099 -5.0710 -2.1098 0.01 -0.01 -0.02
C -1.4755 -6.3400 -0.7425 0.04 0.05 -0.03
C -2.7915 -6.0489 -1.4738 -0.02 -0.03 0.00
C -0.7522 -7.4630 -1.4866 0.00 0.02 -0.01
C -1.7893 -6.8268 0.6784 -0.01 0.03 0.04
C 0.0339 0.3277 3.2436 -0.01 -0.43 0.14
O 0.8060 0.1081 2.1939 -0.10 0.60 0.50
C 0.0736 1.4642 4.0674 0.05 0.11 0.15
C -0.8198 1.4751 5.1214 -0.06 0.02 -0.04
C 1.0263 2.6478 3.8851 -0.04 -0.05 -0.02
C 2.2601 2.4068 4.7646 0.03 0.01 -0.02
C 0.3341 3.9525 4.3116 0.01 0.04 0.03
C 1.4771 2.8267 2.4345 -0.02 0.06 -0.10
H -4.9875 0.9118 6.5309 -0.01 0.01 0.01
H -4.1789 1.7741 5.2089 0.01 0.01 -0.01
H -4.4001 0.0316 5.1054 0.00 -0.02 0.00
H -3.3553 1.9295 8.1452 0.00 0.00 0.01
H -1.6132 1.7760 7.9200 0.03 -0.02 0.00
H -2.5697 2.7945 6.8326 -0.02 0.02 -0.02
H -3.5476 -0.4286 8.2315 -0.03 -0.01 -0.01
H -3.2937 -1.4602 6.8290 0.03 0.00 -0.01
H -1.9062 -0.8747 7.7509 0.01 0.03 0.02
H -2.5099 -1.4394 4.7598 0.02 -0.02 -0.03
H -2.2625 -3.8930 0.2148 0.02 0.00 0.03
H 1.1163 -5.8816 -1.5318 0.04 -0.07 -0.04
H 2.8210 -1.6881 -1.7529 0.01 -0.02 0.01
H 4.1569 -2.4944 -2.5919 0.01 0.00 -0.02
H 2.4918 -2.7267 -3.1511 -0.01 -0.01 -0.01
H 3.6942 -2.7273 0.4155 -0.02 -0.03 -0.04
H 3.8180 -4.4857 0.5573 0.00 -0.02 0.01
H 4.9560 -3.6018 -0.4671 0.03 0.01 0.00
H 2.7840 -5.2315 -2.9898 -0.02 0.02 0.00
H 4.4409 -4.9539 -2.4486 0.01 0.01 -0.01
H 3.3680 -5.9675 -1.4888 -0.01 0.00 0.03
H -2.6051 -5.7255 -2.4974 0.03 0.04 -0.08
H -3.4091 -6.9494 -1.5036 0.00 -0.01 -0.01
H -3.3693 -5.2693 -0.9763 0.00 -0.01 0.00
H -0.4897 -7.1664 -2.5027 0.00 0.02 -0.03
H 0.1575 -7.7728 -0.9700 0.02 0.00 0.03
H -1.4073 -8.3336 -1.5502 -0.01 0.00 0.00
H -2.3929 -6.0977 1.2223 0.01 0.00 0.01
H -2.3436 -7.7668 0.6419 -0.03 -0.02 0.01
H -0.8704 -6.9906 1.2436 0.02 -0.01 0.00
H -0.8129 2.3509 5.7496 -0.03 0.01 0.05
H 1.9772 2.3042 5.8135 -0.01 0.00 0.02
H 2.7831 1.4980 4.4623 0.01 -0.02 -0.01
H 2.9557 3.2448 4.6792 0.01 0.02 -0.01
H 0.2606 4.0512 5.3956 -0.01 -0.02 0.02
H 0.9197 4.8024 3.9578 0.02 0.02 0.01
H -0.6696 4.0162 3.8871 0.03 0.00 -0.04
H 2.0598 1.9863 2.0660 -0.01 0.01 0.05
H 0.6139 2.9446 1.7727 0.03 0.01 0.03
H 2.0838 3.7344 2.3733 0.00 0.01 0.00
N -4.0940 1.2679 -0.8295 0.15 0.06 -0.10
C -3.8328 1.1501 0.6171 -0.02 0.11 0.11
C -4.9942 1.6805 1.4704 -0.01 -0.02 -0.11
P -2.2946 2.0663 1.0824 -0.01 -0.28 0.06
O -2.2044 3.2243 -0.0294 -0.02 -0.06 -0.13
O -2.3845 2.6321 2.4399 0.07 0.00 -0.05
O -1.0882 1.1464 0.7783 -0.10 0.22 0.16
P -3.5505 -0.6079 1.0110 0.14 -0.18 0.33
O -4.6433 -1.2918 0.0533 0.03 0.21 -0.18
O -3.7647 -0.9042 2.4384 0.03 -0.03 -0.11
O -2.1896 -1.0200 0.3976 -0.02 0.00 0.21
H -4.3837 2.2177 -1.0456 0.05 -0.04 0.03
H -4.8530 0.6408 -1.0758 -0.01 0.02 -0.05
H -2.6678 1.0041 -1.8496 0.31 -0.18 0.08
H -5.1575 2.7383 1.2506 -0.01 0.00 0.01
H -4.7840 1.5749 2.5301 0.02 -0.02 0.03
H -5.9051 1.1290 1.2293 -0.01 0.00 0.00
H -2.2842 4.0712 0.4200 0.00 0.19 0.06
H -4.8248 -2.2019 0.3013 -0.08 -0.18 0.08
Br -0.0769 -4.8875 -4.7360 -0.01 -0.06 0.07
C -1.1361 -3.3257 -4.4856 -0.06 0.00 -0.07
C -2.0916 -3.0275 -5.4527 0.00 0.03 0.05
C -2.8008 -1.8346 -5.3186 0.04 0.03 0.03
C -2.5563 -0.9730 -4.2707 -0.01 -0.09 -0.05
C -1.5999 -1.2982 -3.2756 -0.12 0.19 -0.16
C -0.8928 -2.5202 -3.4008 0.14 -0.03 0.07
C -1.3075 -0.3836 -2.2462 -0.06 -0.06 0.11
O -1.7599 0.8904 -2.2589 -0.45 0.07 -0.13
O -0.3481 -0.6240 -1.3762 0.18 0.13 0.25
H -2.2594 -3.6927 -6.2861 0.00 -0.01 -0.01
H -3.5376 -1.5702 -6.0665 -0.02 -0.01 -0.01
H -3.0828 -0.0317 -4.2091 -0.02 0.03 0.03
H -0.1324 -2.7839 -2.6765 -0.07 0.01 -0.02
O 1.3844 0.7997 -0.1774 -0.21 0.16 0.00
S 0.9254 1.9557 -1.0954 -0.15 -0.38 0.37
C 1.4064 1.4524 -2.7730 0.04 0.00 -0.05
C 2.5000 2.4104 -3.2404 -0.01 0.00 0.01
C 3.3157 2.7500 -1.9958 0.01 -0.05 0.02
C 2.2829 3.1329 -0.9439 0.13 0.00 -0.07
H 0.5096 1.4332 -3.3897 0.02 0.01 0.00
H 1.7692 0.4328 -2.6376 0.00 0.00 -0.02
H 2.0546 3.3203 -3.6499 0.00 0.00 -0.02
H 3.0996 1.9561 -4.0286 0.01 -0.02 0.01
H 4.0354 3.5510 -2.1621 -0.01 0.02 -0.02
H 3.8636 1.8674 -1.6582 0.02 0.01 0.00
H 1.8514 4.1185 -1.1304 0.02 0.01 -0.02
H 2.6194 3.0785 0.0876 0.02 0.02 0.02
```
Positions in Å, forces in eV/Å.

Values from the calculation:
2S+1: 3
DFT total energy: -234137.8386 eV
HOMO level (spin up / spin down): -5.693 / -7.997 eV

These are the Löwdin partial charges, in e, on atoms 1 to 2: number 1, W, carries 1.844; number 2, C, carries -0.032

=====

Entry 2:
ORCA calculation (ωB97M-V/def2-TZVPD) on a cluster of 4 separate species, C41H60N3O11PS2 in total in a non-equilibrium geometry.

Geometry as XYZ:
```
118
Properties=species:S:1:pos:R:3:forces:R:3
C -4.1551 -3.6644 0.4925 0.03 0.15 0.61
C -5.2647 -2.8044 1.1145 -0.15 0.14 -0.96
O -5.0104 -1.4061 1.0333 0.16 0.01 0.29
C -3.8674 -1.0359 1.7868 0.64 -0.25 0.17
C -2.6295 -0.7623 0.8839 -1.70 -0.90 0.59
O -2.3188 0.6139 0.9738 0.79 -0.65 -0.88
C -1.6853 1.2276 -0.1382 -0.33 1.47 1.51
O -1.1514 0.3678 -1.0801 0.13 0.18 0.12
C -0.0073 -0.3891 -0.9511 1.10 -2.92 -0.62
N 0.4403 -0.8190 0.3663 -0.63 0.28 0.52
C -0.3143 -1.7356 -1.7525 -0.10 1.62 -0.79
O -0.1527 -1.5022 -3.1398 0.06 -0.51 -0.14
O -1.4371 -1.1536 -3.6698 -0.34 -0.24 0.15
N 1.1734 0.1898 -1.6742 -0.11 -0.43 0.53
C 2.2543 -0.2196 -1.2680 -0.28 1.18 0.29
O 3.3112 -0.4511 -0.8415 -0.20 -0.43 -0.34
N -2.7521 2.0128 -0.7826 0.60 -0.71 -1.19
C -2.4540 2.7126 -1.9980 -0.80 1.62 -0.90
C -3.2490 4.0282 -2.1716 -0.36 -0.89 0.96
O -1.7440 2.3787 -2.9057 0.56 -0.59 0.46
C -4.0148 1.3003 -0.9898 -1.06 -0.72 0.32
C -4.1675 0.2021 -2.0468 0.55 -0.15 0.64
O -4.9501 1.5684 -0.2943 0.11 0.39 0.11
C -0.7073 2.2987 0.5342 0.02 1.02 -0.73
C 0.4383 2.7389 -0.4045 0.09 0.24 0.45
C -1.4526 3.6044 0.9087 -0.63 -0.22 0.52
C -2.7057 3.5092 1.8027 0.01 0.90 0.47
C -2.4752 3.5182 3.3379 -0.66 -0.68 -0.46
C -2.7323 2.1086 3.9111 -0.10 0.83 0.90
C -2.9265 2.1814 5.4441 -0.41 -0.09 -0.49
C -3.7066 0.9742 5.9996 0.37 1.16 -0.14
O -2.8707 0.0361 6.7085 -0.81 -0.96 -0.30
C -2.5988 -1.0753 5.9827 0.51 -0.69 0.17
C -2.6202 -2.4025 6.7321 0.70 0.46 -0.10
O -2.3241 -1.0535 4.8123 -0.33 0.35 -0.32
O -0.2253 1.7163 1.7730 0.54 -0.11 -0.43
C 0.9327 2.2880 2.2978 0.47 -0.27 1.44
S 0.7127 2.1669 4.1503 -0.36 -0.10 0.19
P 2.5704 1.4358 1.9361 1.59 0.78 -0.77
S 3.8175 2.5465 0.8961 -0.30 -0.01 0.10
H -3.7977 -3.2542 -0.4568 -0.29 -0.02 0.01
H -3.2912 -3.7149 1.1659 -0.07 -0.16 -0.13
H -4.5400 -4.6734 0.3258 0.19 0.03 0.00
H -5.4842 -3.0774 2.1533 0.13 -0.14 -0.08
H -6.1687 -2.9566 0.5150 -0.01 0.08 0.24
H -4.0520 -0.1629 2.4197 -0.22 0.05 -0.35
H -3.6132 -1.8477 2.4812 -0.04 0.14 -0.04
H -2.9435 -1.0935 -0.1111 0.29 0.32 -0.01
H -1.8460 -1.4456 1.2262 0.31 0.49 -0.06
H 0.3267 -1.8154 0.5016 -0.07 -0.05 -0.20
H -0.0330 -0.3762 1.1480 0.11 0.37 -0.15
H -1.3513 -2.0468 -1.5996 0.22 -0.20 0.39
H 0.4318 -2.4972 -1.5184 -0.11 0.02 0.20
H -1.2110 -0.4973 -4.3394 0.24 0.22 0.10
H -2.5608 4.8512 -2.3566 -0.04 -0.11 -0.25
H -3.9473 3.8729 -2.9968 0.23 0.26 -0.14
H -3.8400 4.2432 -1.2748 0.13 0.03 -0.14
H -4.9475 -0.4737 -1.6905 -0.13 0.31 -0.04
H -4.4475 0.6103 -3.0194 0.18 0.03 0.04
H -3.2530 -0.3930 -2.1148 0.01 0.36 -0.44
H 0.7653 3.7297 -0.0718 0.06 -0.13 -0.11
H 0.1303 2.8446 -1.4444 -0.10 -0.24 0.12
H 1.3217 2.1024 -0.3711 -0.28 0.03 -0.09
H -1.7273 4.1908 0.0266 0.26 -0.38 -0.14
H -0.7328 4.2521 1.4291 0.03 -0.22 -0.04
H -3.3779 2.6824 1.5776 0.28 0.01 -0.29
H -3.2922 4.4136 1.5829 0.12 -0.14 -0.10
H -3.2502 4.1620 3.7752 0.14 -0.02 -0.02
H -1.5200 3.9564 3.6363 0.07 -0.22 -0.08
H -1.9760 1.3779 3.6280 -0.07 0.03 -0.05
H -3.7009 1.7899 3.5040 0.21 -0.09 -0.12
H -1.9771 2.3578 5.9570 -0.09 -0.26 0.11
H -3.5461 3.0671 5.6389 0.12 -0.06 0.01
H -4.4766 1.3049 6.7022 0.31 -0.13 0.18
H -4.2358 0.5096 5.1626 0.23 -0.33 0.18
H -2.1521 -2.3029 7.7136 -0.39 -0.01 0.06
H -3.6319 -2.8075 6.7874 0.01 0.25 0.22
H -2.0170 -3.0938 6.1428 -0.11 0.03 0.04
H 1.0985 3.3485 2.0993 -0.11 -0.14 -0.43
H 1.6979 2.9694 4.6235 -0.08 -0.16 -0.60
H 2.3929 0.1859 1.3117 -0.48 0.09 0.52
H 3.1988 1.1748 3.1740 -0.68 -0.23 -0.04
C 6.5807 -0.1785 -5.1812 0.00 0.00 0.00
C 7.2553 0.8443 -4.5278 0.01 -0.01 0.01
C 6.7658 1.3450 -3.3281 0.00 -0.02 -0.02
C 5.5993 0.8253 -2.7832 -0.03 0.03 0.05
C 4.9211 -0.1919 -3.4408 0.21 0.05 -0.24
C 5.4113 -0.6948 -4.6388 0.04 0.04 0.00
H 6.9658 -0.5727 -6.1134 0.00 0.01 0.00
H 8.1642 1.2517 -4.9536 0.00 0.01 0.01
H 7.2940 2.1406 -2.8175 0.00 0.00 -0.02
H 5.2177 1.2133 -1.8462 -0.01 -0.01 0.00
H 4.0150 -0.5920 -3.0243 -0.05 -0.10 -0.03
H 4.8823 -1.4895 -5.1498 0.00 0.01 0.00
C -4.9317 -8.5556 -2.3361 0.00 0.01 -0.01
C -3.6081 -8.4209 -2.7323 0.00 0.00 0.01
C -3.0713 -7.1582 -2.9448 -0.01 0.00 0.01
C -3.8596 -6.0299 -2.7644 0.00 0.00 0.01
C -5.1858 -6.1653 -2.3761 0.00 0.01 0.02
C -5.7219 -7.4275 -2.1604 0.01 0.00 0.01
H -5.3481 -9.5400 -2.1648 0.00 0.00 -0.01
H -2.9940 -9.3008 -2.8755 0.00 0.00 0.01
H -2.0383 -7.0534 -3.2513 -0.01 0.00 0.00
H -3.4407 -5.0446 -2.9279 -0.01 0.00 -0.02
H -5.8026 -5.2853 -2.2408 0.00 0.00 -0.01
H -6.7554 -7.5325 -1.8557 0.00 0.00 0.00
C 11.6829 2.0711 -3.0614 -0.02 0.01 0.01
C 12.3576 3.0937 -2.4081 0.01 0.00 0.00
C 11.8676 3.5944 -1.2097 -0.01 -0.01 0.00
C 10.7002 3.0750 -0.6660 0.01 0.01 -0.02
C 10.0209 2.0583 -1.3233 -0.01 -0.01 0.00
C 10.5128 1.5550 -2.5205 0.01 0.00 -0.01
H 12.0686 1.6765 -3.9929 0.00 0.01 0.00
H 13.2666 3.5004 -2.8332 0.00 -0.01 0.01
H 12.3954 4.3897 -0.6989 0.00 0.00 0.00
H 10.3192 3.4635 0.2698 -0.01 0.00 -0.01
H 9.1074 1.6569 -0.9023 0.01 -0.01 0.00
H 9.9837 0.7607 -3.0321 -0.01 0.00 0.02
```
Positions in Å, forces in eV/Å.

Values from the calculation:
DFT total energy: -101436.2589 eV
HOMO level: -8.486 eV

These are the Löwdin partial charges, in e, on atoms 1 to 2: number 1, C, carries -0.068; number 2, C, carries -0.251

=====

Here are the calculated energy above the lowest of the compared OMol25 structures with the same formula, charge and spin numbers, same order: 0.871 0.000 (eV).